No. 1
The following is a DFT calculation (wB97M-V/def2-TZVPD) of 12 unconnected molecules or ions with the total composition C39H106N4O13 in a non-equilibrium geometry.

Values from the calculation:
HOMO level ... -9.0 eV
LUMO level ... 0.339 eV
Orbital gap ... 9.325 eV

Geometry as ORCA input:
```
! wB97M-V def2-TZVPD RIJCOSX def2/J DEFGRID3
* xyz 0 1
C 1.480 1.968 -3.102
C 0.955 2.788 -4.288
C 1.701 4.116 -4.504
O 1.563 5.005 -3.410
C 2.062 6.291 -3.677
N 1.148 1.904 -5.424
H 2.403 1.524 -3.474
H 0.754 1.271 -2.684
H 1.620 2.603 -2.226
H -0.116 2.977 -4.202
H 1.149 4.514 -5.357
H 2.727 3.885 -4.792
H 1.833 6.989 -2.871
H 1.435 6.780 -4.425
H 3.118 6.263 -3.947
H 0.591 1.081 -5.232
H 0.565 2.302 -6.149
C -6.906 -3.860 2.509
C -5.896 -4.654 3.372
C -4.652 -3.898 3.930
O -3.546 -3.722 2.989
C -2.540 -2.986 3.614
N -6.703 -5.248 4.451
H -7.520 -4.548 1.927
H -6.381 -3.266 1.760
H -7.553 -3.228 3.118
H -5.471 -5.420 2.722
H -4.310 -4.417 4.825
H -5.097 -2.963 4.275
H -2.772 -1.954 3.882
H -1.644 -2.852 3.008
H -2.220 -3.337 4.597
H -7.582 -5.586 4.086
H -6.909 -4.493 5.091
C -0.529 6.355 -0.397
C -0.096 5.052 0.166
C -1.021 3.867 -0.235
O -2.370 4.096 0.183
C -3.246 3.261 -0.555
N 1.229 4.779 -0.350
H 0.116 7.160 -0.045
H -1.571 6.631 -0.235
H -0.370 6.352 -1.476
H -0.003 5.135 1.249
H -0.634 2.924 0.155
H -0.907 3.793 -1.318
H -3.092 2.199 -0.354
H -3.143 3.497 -1.615
H -4.285 3.351 -0.237
H 1.845 5.545 -0.114
H 1.166 4.792 -1.359
C 4.078 3.675 1.867
C 3.031 2.524 1.864
C 1.632 2.833 2.526
O 1.642 2.966 3.924
C 2.063 1.868 4.742
N 2.718 2.159 0.465
H 3.757 4.629 1.445
H 5.014 3.473 1.347
H 4.287 4.032 2.877
H 3.479 1.654 2.345
H 0.980 1.999 2.261
H 1.267 3.744 2.051
H 2.028 2.216 5.774
H 3.064 1.508 4.503
H 1.393 1.006 4.724
H 2.176 2.885 0.012
H 3.587 2.145 -0.051
C 8.161 -0.593 2.441
C 6.673 -1.005 2.342
C 5.906 0.136 1.753
O 6.603 -1.965 1.286
H 8.635 -0.351 1.489
H 8.779 -1.421 2.788
H 8.303 0.272 3.089
H 6.340 -1.468 3.271
H 6.261 0.407 0.759
H 5.951 1.059 2.332
H 4.860 -0.154 1.650
H 6.574 -2.805 1.750
C -3.813 0.236 -6.009
C -2.734 0.487 -4.943
C -2.715 -0.652 -3.910
O -1.494 0.434 -5.575
H -4.044 1.115 -6.612
H -4.827 0.063 -5.645
H -3.469 -0.637 -6.562
H -2.882 1.457 -4.466
H -2.685 -1.622 -4.407
H -3.634 -0.676 -3.322
H -1.905 -0.502 -3.197
H -1.447 1.213 -6.136
C -3.961 -0.674 1.071
C -3.837 -0.912 -0.389
C -3.606 -2.355 -0.682
O -4.962 -0.448 -0.953
H -4.735 -1.272 1.551
H -4.115 0.392 1.237
H -2.979 -0.862 1.507
H -2.947 -0.421 -0.785
H -2.727 -2.780 -0.198
H -3.504 -2.447 -1.763
H -4.435 -2.996 -0.375
H -5.622 -1.145 -0.929
C 0.596 -4.299 -2.541
C 1.349 -3.191 -3.190
C 0.467 -2.019 -3.618
O 2.364 -2.814 -2.346
H 1.182 -5.193 -2.328
H -0.211 -4.668 -3.175
H 0.139 -3.955 -1.611
H 1.829 -3.691 -4.033
H 1.092 -1.230 -4.037
H -0.040 -1.572 -2.762
H -0.294 -2.417 -4.289
H 1.930 -2.354 -1.622
C -1.571 3.159 3.142
C -2.886 2.356 3.023
C -2.636 1.010 3.715
O -3.848 3.064 3.767
H -0.760 2.773 2.524
H -1.220 3.191 4.174
H -1.605 4.205 2.834
H -3.347 2.262 2.039
H -3.520 0.371 3.731
H -2.202 1.120 4.709
H -1.925 0.409 3.146
H -4.045 3.772 3.148
C 1.199 -1.007 2.001
C 0.643 -0.995 0.609
C -0.472 0.000 0.240
O 1.736 -0.712 -0.227
H 0.323 -1.051 2.650
H 1.845 -0.157 2.221
H 1.783 -1.914 2.158
H 0.282 -1.997 0.376
H -0.807 -0.015 -0.797
H -0.093 1.015 0.367
H -1.263 -0.206 0.963
H 1.954 0.214 -0.080
C -0.225 -7.441 1.243
C -0.561 -6.081 1.876
C -0.317 -4.865 0.987
O -1.922 -6.058 2.258
H -0.223 -8.247 1.977
H 0.703 -7.407 0.674
H -1.085 -7.736 0.639
H -0.037 -5.967 2.827
H -0.966 -4.853 0.111
H 0.721 -4.913 0.653
H -0.495 -3.962 1.571
H -2.253 -5.176 2.447
C 5.245 -0.873 -1.453
C 4.701 -0.805 -2.823
O 5.628 -0.181 -3.665
O 6.557 -1.372 -1.422
H 4.558 -1.484 -0.867
H 5.264 0.124 -1.009
H 3.750 -0.285 -2.939
H 4.630 -1.803 -3.257
H 5.100 0.395 -4.222
H 6.725 -1.514 -0.484
*
```


No. 2
The following is a DFT calculation (wB97M-V/def2-TZVPD) of 2 unconnected molecules or ions with the total composition C16H17Cl2NO2S in a non-equilibrium geometry.

Values from the calculation:
HOMO level ... -4.9 eV
LUMO level ... -2.290 eV
Orbital gap ... 2.581 eV

Geometry as ORCA input:
```
! wB97M-V def2-TZVPD RIJCOSX def2/J DEFGRID3
* xyz 0 1
Cl -8.763 1.169 0.430
C -7.073 1.156 0.137
C -6.385 -0.063 0.087
C -5.006 -0.069 -0.163
C -4.331 1.133 -0.358
S -2.528 1.103 -0.668
C -1.829 1.277 0.897
Cl -0.233 0.978 1.191
O -2.263 -0.219 -1.189
O -2.298 2.268 -1.498
C -5.010 2.348 -0.301
C -6.390 2.366 -0.049
H -6.919 -0.998 0.240
H -4.470 -1.013 -0.211
H -2.404 1.822 1.638
H -4.479 3.283 -0.458
H -6.929 3.309 -0.002
C 2.388 -2.791 2.373
N 2.891 -1.744 1.482
C 3.190 -0.442 2.075
C 2.994 -1.978 0.194
C 3.641 -1.108 -0.754
C 4.846 -0.406 -0.480
C 5.328 0.530 -1.387
C 4.650 0.761 -2.593
C 3.500 0.021 -2.905
C 3.015 -0.922 -2.009
H 2.345 -2.386 3.385
H 1.388 -3.116 2.056
H 3.049 -3.667 2.352
H 2.771 -0.453 3.084
H 4.269 -0.264 2.144
H 2.734 0.373 1.501
H 2.551 -2.919 -0.157
H 5.394 -0.607 0.442
H 6.238 1.088 -1.155
H 5.025 1.507 -3.294
H 2.981 0.188 -3.850
H 2.124 -1.513 -2.227
*
```


Energy relative to the best compared isomer or geometry (same formula, charge and spin) values (in kJ/mol) by entry order: 0.0; 485.7.